1.
The molecule C5H11ClNP. Source: the Open Molecules 2025 dataset; level of theory: ωB97M-V with the def2-TZVPD basis set.

Geometry as ORCA input:
```
! RIJCOSX wB97M-V def2-TZVPD def2/J DEFGRID3
* xyz 0 1
C -0.18066 1.04453 -1.77132
C -0.07509 0.61955 -0.28866
Cl -0.46281 1.99876 0.86612
C 1.44560 0.35655 0.18521
C 1.40205 -0.72249 1.26400
C -0.03696 -0.99504 1.36873
N -0.62814 -0.59617 0.05354
P -2.33929 -0.97097 0.00497
H -1.22088 1.20736 -2.12989
H 0.07271 0.22150 -2.33990
H 0.35302 1.94646 -2.02065
H 1.97317 1.40011 0.37201
H 2.11572 0.02806 -0.64985
H 1.93271 -1.64131 0.95868
H 1.80637 -0.43112 2.22356
H -0.26400 -2.06349 1.28910
H -0.54437 -0.47968 2.23428
H -2.35717 -1.16005 -1.46249
H -2.99197 0.23745 -0.15745
*
```

SMILES: C[C@]1(Cl)CCCN1P
Highest occupied orbital energy in eV: -9.39
Calculated total energy in eV: -28663.69818
ΔE to the lowest compared entry with this formula, charge and spin in eV: 0.000
Kohn-Sham gap in Ha: 0.378

2.
A cluster of 2 separate species, CH4INOS in total. Source: the Open Molecules 2025 dataset; level of theory: ωB97M-V with the def2-TZVPD basis set.

Geometry as ORCA input:
```
! RIJCOSX wB97M-V def2-TZVPD def2/J DEFGRID3
* xyz 0 1
C 0.59597 0.82583 -0.10367
N 0.02503 1.35407 0.98406
O 0.60835 -2.72992 -1.17914
S -0.40106 -1.66264 -1.40735
I -2.29632 -2.01973 0.13846
H 1.55594 0.42792 0.04472
H 0.34502 0.85794 -1.15969
H 0.50517 1.30615 1.87698
H -0.93811 1.64037 0.80564
*
```

Highest occupied orbital energy (spin up / spin down) in eV: -7.86 / -6.72
Calculated total energy in eV: -23572.69842
ΔE to the lowest compared entry with this formula, charge and spin in eV: 1.416
Kohn-Sham gap (spin up / spin down) in Ha: 0.280 / 0.212

3.
A cluster of 3 separate species, C5H16O2S in total. Source: the Open Molecules 2025 dataset; level of theory: ωB97M-V with the def2-TZVPD basis set.

Geometry as ORCA input:
```
! RIJCOSX wB97M-V def2-TZVPD def2/J DEFGRID3
* xyz 0 1
C 0.38509 -2.51087 1.27979
C 1.06883 -1.47334 0.37606
C 0.19763 -0.66402 -0.58742
C 0.56271 -0.69416 -2.06220
S 2.36152 -0.69486 -2.44565
C 2.67664 1.07349 -2.15104
H 0.24350 -3.43892 0.71048
H 0.98493 -2.79758 2.14842
H -0.62973 -2.19849 1.54480
H 1.83571 -2.01057 -0.18357
H 1.69950 -0.84612 0.99729
H 0.28648 0.34851 -0.18927
H -0.86242 -0.94315 -0.58362
H 0.22501 -1.62877 -2.50979
H 0.14555 0.04585 -2.73577
H 2.64087 1.73998 -3.00925
H 3.65763 1.16459 -1.70940
H 1.96458 1.35055 -1.38047
O 0.36940 3.29866 4.87539
H 0.04469 2.43427 5.14277
H 0.84734 3.14919 4.05665
O -6.71420 2.07184 -0.58104
H -7.08326 1.79582 0.25908
H -6.90800 1.42811 -1.26224
*
```

SMILES: CCCCSC.O.O
Highest occupied orbital energy in eV: -8.53
Calculated total energy in eV: -20374.10805
ΔE to the lowest compared entry with this formula, charge and spin in eV: 1.026
Kohn-Sham gap in Ha: 0.333

4.
A cluster of 2 separate species, C3H9S2 in total. Source: the Open Molecules 2025 dataset; level of theory: ωB97M-V with the def2-TZVPD basis set.

Geometry as ORCA input:
```
! RIJCOSX wB97M-V def2-TZVPD def2/J DEFGRID3
* xyz -1 1
C -2.86849 -1.33920 -0.08740
S -2.20372 0.01087 0.96606
H -2.71945 -0.94956 -1.10087
H -2.21635 -2.19844 -0.00833
H -3.91471 -1.49505 0.12663
C 2.98011 1.12588 -1.24981
C 2.35662 0.80594 0.09205
S 0.91744 -0.32203 -0.24142
H 3.77284 1.87064 -1.17266
H 2.18281 1.30435 -1.99977
H 3.25505 0.21110 -1.75209
H 2.95265 0.47607 0.94135
H 1.92472 1.71992 0.50068
H -0.85471 0.19205 0.36314
*
```

Highest occupied orbital energy in eV: -2.85
Calculated total energy in eV: -24927.64625
ΔE to the lowest compared entry with this formula, charge and spin in eV: 1.101
Kohn-Sham gap in Ha: 0.242

5.
The molecule C8H8. Source: the Open Molecules 2025 dataset; level of theory: ωB97M-V with the def2-TZVPD basis set.

Geometry as ORCA input:
```
! RIJCOSX wB97M-V def2-TZVPD def2/J DEFGRID3
* xyz 0 1
C -2.68088 -0.02891 0.10372
C -1.41869 -0.02887 -0.05036
C -0.67291 1.20157 -0.09176
C 0.71353 1.27761 -0.26540
C 1.49736 0.07102 -0.18054
C 2.83445 -0.08813 0.26841
C 0.67014 -1.19329 -0.28064
C -0.65662 -1.22244 -0.14392
H -3.30195 0.88352 0.22090
H -3.39094 -0.77582 0.20445
H -1.34443 1.98580 0.26712
H 1.18441 2.17936 -0.27775
H 3.39046 -1.06546 0.77942
H 3.26215 0.99226 -0.13459
H 1.31853 -2.06379 -0.41832
H -1.40461 -2.12442 -0.00071
*
```

SMILES: C=c1ccc(=C)cc1
Highest occupied orbital energy in eV: -7.75
Calculated total energy in eV: -8421.38372
ΔE to the lowest compared entry with this formula, charge and spin in eV: 3.637
Kohn-Sham gap in Ha: 0.278

6.
A cluster of 7 separate species, C15H40F6N6O8P in total. Source: the Open Molecules 2025 dataset; level of theory: ωB97M-V with the def2-TZVPD basis set.

Geometry as ORCA input:
```
! RIJCOSX wB97M-V def2-TZVPD def2/J DEFGRID3
* xyz 3 1
C -0.23340 10.41082 -5.24704
C -1.14692 9.17770 -5.03105
O -2.15266 8.99219 -5.71128
N -1.02092 8.31402 -3.77702
H -0.07058 8.34577 -3.43651
H -1.58905 8.76779 -3.07601
C -1.33910 6.85495 -3.96410
H -0.32996 10.94259 -4.30047
H -0.52065 11.12328 -6.02034
H 0.77128 10.09690 -5.53018
H -2.39933 6.78081 -4.20598
H -1.03199 6.43572 -3.00596
H -0.71972 6.55182 -4.80824
C 4.71301 -4.05262 6.95982
C 4.49598 -4.82372 8.21757
O 3.37234 -4.88047 8.73747
N 5.72826 -5.36073 8.88707
H 6.38513 -5.48477 8.12995
H 6.21982 -4.55286 9.24177
C 5.68313 -6.64468 9.85026
H 4.36091 -3.02962 7.09247
H 4.17557 -4.47959 6.11309
H 5.74271 -3.88448 6.64430
H 5.00278 -7.35211 9.37615
H 5.36613 -6.33465 10.84600
H 6.74073 -6.89665 9.92821
C -5.53672 -1.58156 -8.42698
C -4.10569 -1.97292 -8.07122
O -3.79103 -2.79317 -7.34369
N -2.98083 -1.13930 -8.75383
H -2.41040 -1.73912 -9.33256
H -3.36721 -0.41712 -9.34481
C -1.99560 -0.59757 -7.73220
H -5.71174 -2.02210 -9.40850
H -5.82589 -0.54186 -8.27361
H -6.21580 -2.18246 -7.82211
H -1.48414 -1.50739 -7.41797
H -2.61290 -0.22453 -6.91496
H -1.25191 0.05007 -8.19650
C -9.82616 -7.79506 -0.90590
C -9.35531 -6.45752 -1.29572
O -8.46150 -6.20828 -2.11372
N -9.95157 -5.28446 -0.46831
H -10.22044 -4.67885 -1.23057
H -10.70483 -5.53692 0.15534
C -8.90811 -4.42434 0.31718
H -10.28117 -8.17846 -1.81918
H -10.47789 -7.79789 -0.03220
H -8.95629 -8.43550 -0.76014
H -9.44089 -3.50970 0.57735
H -7.92350 -4.40352 -0.14997
H -8.79869 -4.94390 1.26912
C 8.53146 1.51157 1.97566
C 7.33858 0.90597 1.34681
O 7.19730 -0.28204 1.06059
N 6.13702 1.94123 1.18460
H 5.32277 1.34367 1.18846
H 6.07178 2.45939 2.04909
C 6.12833 2.73248 -0.08349
H 9.12605 0.70198 2.39891
H 8.31289 2.11709 2.85524
H 9.00157 2.04438 1.14909
H 6.20019 1.98785 -0.87624
H 7.01326 3.35667 -0.20749
H 5.29253 3.43212 -0.07680
P 3.11403 4.24808 6.82970
F 2.95392 3.16451 8.05004
F 3.86301 5.16583 7.87663
F 4.57452 3.63943 6.43972
F 3.19478 5.46268 5.70414
F 2.46020 3.14455 5.79195
F 1.63970 4.85586 7.34666
N 0.21412 -1.13190 -0.07363
O 0.50684 -0.33831 -0.88809
O 1.04533 -1.40239 0.72982
O -0.84774 -1.75466 -0.18564
*
```

Highest occupied orbital energy in eV: -9.53
Calculated total energy in eV: -67087.96962
Kohn-Sham gap in Ha: 0.127